84
Properties=species:S:1:pos:R:3:forces:R:3 method="wB97M-V/def2-TZVPD" charge=-2 e_tot_ev=-252702.630
Pb -0.65200 -0.42270 -0.08050 0.635 0.002 0.077
S 2.75860 -0.57980 -1.46780 0.203 0.625 -0.435
P 2.55470 -1.61920 0.20980 -1.079 -0.714 0.925
C 1.24950 -1.43170 1.33550 1.514 1.145 -0.066
P 1.62530 -0.27680 2.57760 -0.893 -1.698 -0.274
S 1.99880 1.64810 2.32710 0.290 0.782 -0.271
C 2.88890 -0.92060 3.76150 0.042 0.296 -0.117
C 2.72250 -2.18510 4.31420 0.001 0.035 -0.018
C 3.61580 -2.65000 5.25950 -0.018 -0.183 0.142
C 4.68600 -1.86150 5.65340 0.134 -0.025 0.198
C 4.86150 -0.60730 5.09620 0.120 -0.055 0.197
C 3.96520 -0.13810 4.15360 -0.065 -0.025 -0.005
C 0.14530 -0.46730 3.64030 0.041 0.255 -0.041
C -0.63420 -1.61450 3.54630 0.183 -0.023 0.012
C -1.83630 -1.70020 4.21820 -0.190 -0.002 0.216
C -2.26620 -0.63930 4.99670 -0.132 -0.176 0.160
C -1.47230 0.48830 5.12990 -0.077 0.197 0.175
C -0.26890 0.57490 4.45600 0.026 0.009 0.121
C 4.18570 -1.66200 1.02530 0.031 0.188 -0.160
C 4.64930 -2.75600 1.74720 -0.120 0.108 -0.106
C 5.87420 -2.68700 2.38350 0.231 -0.141 0.116
C 6.63670 -1.53160 2.30890 0.171 0.035 -0.050
C 6.16820 -0.43490 1.60140 0.250 -0.011 0.073
C 4.94760 -0.50200 0.96290 -0.073 0.001 -0.109
C 2.36810 -3.35270 -0.33120 0.096 0.047 -0.186
C 1.23180 -4.07730 -0.00220 0.071 0.033 0.127
C 1.04120 -5.33990 -0.53300 -0.050 -0.294 -0.100
C 1.98790 -5.88670 -1.38470 -0.049 -0.206 0.028
C 3.13760 -5.17470 -1.69160 0.153 -0.160 -0.086
C 3.32220 -3.90910 -1.17270 0.023 0.032 0.042
H 1.89110 -2.79680 3.99190 -0.072 -0.038 -0.034
H 3.47700 -3.62850 5.70480 -0.008 -0.042 -0.023
H 5.37980 -2.22650 6.40150 0.042 -0.023 0.023
H 5.69340 0.01230 5.40780 0.081 0.014 -0.023
H 4.08740 0.84250 3.71290 -0.067 0.023 -0.013
H -0.31120 -2.42190 2.90890 -0.020 0.031 -0.187
H -2.45910 -2.57390 4.08260 -0.027 0.004 -0.018
H -3.22330 -0.69620 5.50080 -0.065 0.044 0.013
H -1.80590 1.32210 5.73580 -0.050 0.031 0.073
H 0.35550 1.45740 4.53710 -0.060 0.046 -0.080
H 4.04620 -3.65290 1.81200 -0.032 -0.024 -0.003
H 6.24520 -3.53830 2.94330 -0.036 -0.003 0.023
H 7.60330 -1.48800 2.79630 0.015 -0.001 0.073
H 6.75920 0.47040 1.54350 0.036 0.055 0.033
H 4.55790 0.33610 0.39860 0.036 0.016 0.001
H 0.50360 -3.63120 0.66190 -0.081 0.105 0.042
H 0.14080 -5.89600 -0.29900 -0.004 0.020 0.020
H 1.83110 -6.87260 -1.80740 -0.002 -0.031 -0.016
H 3.88750 -5.60950 -2.33980 0.049 -0.038 -0.083
H 4.19760 -3.32210 -1.42140 0.037 -0.008 -0.089
C 1.37220 5.02620 -2.48760 0.031 -0.079 0.063
C 0.22690 4.07530 -2.66110 -0.225 0.331 -0.435
C -0.74310 4.28770 -3.64410 -0.110 -0.583 0.379
C -1.79800 3.38510 -3.77610 0.377 0.529 -0.144
C -1.81630 2.32470 -2.89780 0.058 -0.421 0.442
Br -3.23960 1.05050 -2.98370 0.027 0.057 -0.023
N -0.91880 2.10040 -1.96580 -0.206 0.428 -0.456
C 0.09580 2.95470 -1.85280 -0.378 -0.274 -0.090
H 1.25790 5.88730 -3.14460 0.053 0.056 0.005
H 2.31380 4.53040 -2.71790 0.111 0.022 -0.007
H 1.42850 5.37250 -1.45640 0.051 0.060 0.030
H -0.67960 5.14260 -4.30280 0.037 0.098 -0.041
H -2.56360 3.51050 -4.52530 -0.066 -0.017 -0.030
H 0.81830 2.70970 -1.08570 0.169 -0.036 0.163
S -2.52480 -1.73110 0.80230 -0.623 -0.476 0.186
S -1.28530 -4.45630 -2.91240 0.262 0.498 -0.020
C 0.11570 -3.66890 -3.55260 -0.275 -0.267 -0.002
C 0.35700 -2.52180 -2.87220 0.295 -0.524 -0.788
N -0.52270 -2.27550 -1.87810 -0.205 0.325 0.394
C -1.43750 -3.16990 -1.77050 -0.293 -0.792 -0.410
H 0.66860 -4.11330 -4.35370 0.223 -0.018 -0.210
H 1.17020 -1.83470 -3.03040 0.150 0.022 0.002
H -2.19860 -3.10970 -1.00110 -0.232 0.027 0.251
Br -5.99840 1.76170 2.31940 0.013 -0.079 0.010
C -4.11160 1.98270 2.20650 0.082 0.394 0.161
C -3.48410 2.88820 3.05580 -0.057 -0.251 -0.291
C -2.12590 3.07920 2.89050 -0.088 0.051 -0.098
C -1.46720 2.36480 1.89540 -0.156 0.119 0.051
N -2.08290 1.48050 1.12450 0.045 0.622 0.223
C -3.38400 1.28600 1.25880 -0.521 -0.004 0.214
H -4.04370 3.42170 3.81050 -0.053 0.012 0.040
H -1.58880 3.77390 3.51790 0.124 0.011 0.069
H -0.40520 2.47880 1.72780 0.151 0.000 0.074
H -3.82930 0.52900 0.62680 -0.011 -0.101 -0.023

---

87
Properties=species:S:1:pos:R:3:forces:R:3 method="wB97M-V/def2-TZVPD" charge=+1 e_tot_ev=-141710.220
La -0.62575 0.32876 -1.34681 1.392 0.796 2.426
C -3.61523 -2.53249 2.70396 0.003 0.020 0.076
C -4.16879 -2.83826 1.46713 0.016 -0.012 -0.048
C -3.43955 -2.66350 0.30524 0.055 0.157 0.040
C -2.12268 -2.18525 0.35508 -0.026 -0.120 0.184
C -1.58603 -1.85722 1.60232 0.072 -0.074 -0.122
C -2.32396 -2.03406 2.76311 -0.083 0.005 0.042
N -1.38451 -1.92947 -0.81474 -0.099 -0.707 -0.222
C -1.50957 -2.74407 -1.86903 0.182 0.280 -0.054
C -1.87175 -4.12422 -1.77188 -0.009 -0.152 -0.039
C -2.05470 -4.88820 -2.88084 0.003 0.052 0.168
C -1.90520 -4.35023 -4.18803 0.040 0.060 -0.156
C -1.50698 -3.06412 -4.34015 0.097 -0.002 -0.046
C -1.27097 -2.23582 -3.20474 -0.132 -0.516 0.195
N -0.91774 -0.93548 -3.31883 -0.602 -0.413 -2.332
N -0.89672 -0.42135 -4.50143 -0.083 -0.899 -0.035
C -0.58548 0.91381 -4.60623 0.238 0.672 0.119
C -0.69644 1.46993 -5.88751 -0.018 -0.158 0.079
C -0.40224 2.80019 -6.07632 0.008 0.008 0.099
C 0.00637 3.55957 -4.98202 -0.006 -0.023 -0.066
C 0.08972 2.94502 -3.75237 0.036 0.174 0.124
N -0.19463 1.65344 -3.54099 -0.107 -0.406 -0.547
H -4.18506 -2.68240 3.61127 -0.001 0.016 -0.012
H -5.18479 -3.20752 1.40374 0.011 -0.013 0.016
H -3.89218 -2.86411 -0.65624 -0.017 -0.010 -0.007
H -0.56283 -1.50491 1.65030 -0.005 -0.038 -0.072
H -1.88724 -1.79718 3.72608 0.014 -0.004 0.017
H -1.96623 -4.55484 -0.78507 -0.054 -0.009 -0.006
H -2.30750 -5.93507 -2.76861 -0.005 0.005 0.014
H -2.09113 -4.97572 -5.05001 0.037 0.005 -0.001
H -1.34653 -2.62687 -5.31463 -0.037 -0.049 -0.021
H -1.02186 0.82559 -6.69091 0.008 0.019 -0.019
H -0.49090 3.24889 -7.05650 0.013 -0.012 -0.006
H 0.25819 4.60509 -5.08347 -0.017 0.000 0.025
H 0.39904 3.51876 -2.88600 -0.002 -0.049 0.008
C -1.77252 4.47987 0.77573 0.126 -0.044 0.108
C -1.01564 3.31197 0.22815 -0.634 -0.237 0.173
N -1.56304 2.14510 0.07843 -0.195 0.796 -0.122
N -2.79919 1.95573 0.57330 -0.440 0.143 0.980
C -3.58850 1.07372 0.00162 0.253 0.329 -0.220
N -4.66365 0.68534 0.71053 -0.046 0.084 -0.027
S -3.44195 0.48876 -1.62060 -0.231 -0.101 -0.316
C 0.38789 3.43623 -0.18790 0.431 0.000 -0.141
C 1.08165 4.64380 -0.10754 -0.170 -0.025 0.023
C 2.40561 4.69686 -0.50551 0.114 -0.091 -0.057
C 3.02236 3.54368 -0.96804 -0.023 0.085 0.028
C 2.26828 2.38567 -1.02093 -0.002 -0.102 -0.019
N 0.99027 2.32299 -0.65423 0.109 0.483 0.030
H -2.65369 4.11680 1.29615 0.001 0.016 -0.002
H -2.10599 5.12204 -0.04351 0.024 0.030 0.009
H -1.16941 5.07617 1.45925 0.003 0.012 -0.016
H -4.85768 1.13781 1.58840 0.037 -0.030 0.005
H -5.39183 0.17865 0.24194 -0.021 -0.011 0.015
H 0.58773 5.53083 0.26070 -0.008 -0.008 -0.015
H 2.95771 5.62584 -0.45326 -0.032 0.014 0.019
H 4.05683 3.53930 -1.27923 0.002 -0.011 0.009
H 2.70791 1.45583 -1.37036 -0.006 0.012 -0.017
C 2.14686 -1.80537 -2.75337 0.001 -0.016 -0.114
O 1.71657 -1.27139 -1.49483 0.008 0.173 0.014
C 2.38880 -1.72776 -0.38268 -0.050 0.014 0.093
C 3.33397 -2.73625 -0.41436 0.020 -0.039 -0.072
C 4.00097 -3.08487 0.75450 0.055 -0.066 0.023
Br 5.29106 -4.46559 0.68073 -0.062 0.086 0.011
C 3.73558 -2.45611 1.94886 -0.094 -0.014 -0.029
C 2.75468 -1.46302 1.99272 -0.021 -0.178 -0.127
C 2.09283 -1.10016 0.82861 -0.028 -0.047 0.065
O 1.14807 -0.09337 0.81908 0.039 -0.164 -0.295
C 2.51093 -0.78157 3.26979 0.113 0.161 0.332
N 3.46622 -0.48687 4.09998 0.135 -0.057 -0.174
C 2.86420 0.17317 5.15491 -0.389 0.058 0.012
C 3.42606 0.70397 6.31409 0.004 0.005 -0.017
C 2.57565 1.30867 7.21714 0.107 -0.005 0.027
C 1.19523 1.38843 6.98605 -0.068 -0.001 -0.011
C 0.62101 0.87569 5.83902 -0.114 -0.009 -0.024
C 1.48120 0.27534 4.92921 0.376 -0.049 0.173
N 1.27377 -0.32458 3.69782 -0.115 0.096 -0.168
H 3.22645 -1.70252 -2.86622 -0.006 0.030 0.034
H 1.64842 -1.22413 -3.52402 -0.009 -0.008 0.007
H 1.85788 -2.85306 -2.84789 -0.013 0.010 0.029
H 3.57334 -3.25685 -1.32884 -0.028 0.012 0.005
H 4.25670 -2.71594 2.85781 0.024 -0.005 0.006
H 1.27013 0.44267 1.61633 -0.142 0.136 0.004
H 4.49132 0.63289 6.48635 -0.006 0.007 0.021
H 2.97802 1.72858 8.12938 -0.002 -0.006 -0.005
H 0.56518 1.86152 7.72751 -0.003 0.001 -0.013
H -0.44619 0.93509 5.66523 0.012 0.019 0.011
H 0.37381 -0.64632 3.37907 0.040 -0.091 -0.084